# 1
ORCA calculation (wB97M-V/def2-TZVPD) on a molecular structure, C24H29CaFN3O4S.

Geometry as XYZ:
```
63
C24H29CaFN3O4S (wB97M-V/def2-TZVPD)
Ca 0.925 0.317 0.140
O 4.318 1.133 -2.041
C 3.175 1.255 -1.624
O 2.253 0.337 -1.707
C 2.725 2.535 -0.847
O 3.073 3.633 -1.243
O 1.988 2.256 0.173
C -0.785 3.118 -1.693
C -2.030 3.040 -0.804
C -1.694 3.420 0.639
C -2.752 1.722 -1.064
C -3.765 1.762 -2.021
C -4.415 0.618 -2.444
C -4.020 -0.603 -1.927
C -3.016 -0.696 -0.967
C -2.631 -2.098 -0.515
C -3.137 -2.464 0.882
C -1.139 -2.418 -0.641
C -2.400 0.481 -0.494
N -1.413 0.403 0.518
C -1.869 0.508 1.787
C -3.206 0.698 2.209
C -3.545 0.791 3.550
C -2.592 0.708 4.557
C -1.260 0.525 4.187
C -0.955 0.435 2.859
F 0.372 0.255 2.501
H -0.243 4.053 -1.537
H -1.050 3.032 -2.749
H -0.081 2.316 -1.467
H -2.721 3.810 -1.165
H -0.809 2.906 1.006
H -2.521 3.218 1.320
H -1.474 4.490 0.675
H -4.036 2.723 -2.445
H -5.204 0.674 -3.185
H -4.493 -1.515 -2.277
H -3.147 -2.762 -1.217
H -2.615 -1.900 1.654
H -2.972 -3.528 1.071
H -4.204 -2.259 0.983
H -0.583 -2.066 0.226
H -0.705 -1.982 -1.545
H -0.987 -3.499 -0.692
H -3.981 0.770 1.456
H -4.587 0.937 3.811
H -2.863 0.784 5.601
H -0.462 0.456 4.915
S 2.371 -2.008 1.050
C 3.784 -2.193 0.097
N 4.836 -2.825 0.659
C 6.180 -2.849 0.095
C 6.313 -1.747 -0.940
C 5.140 -1.830 -1.897
N 3.888 -1.778 -1.152
H 4.692 -3.093 1.617
H 6.378 -3.824 -0.363
H 6.893 -2.714 0.910
H 7.254 -1.856 -1.481
H 6.305 -0.769 -0.457
H 5.189 -2.761 -2.474
H 5.126 -0.985 -2.581
H 3.182 -1.095 -1.486
```

Calculated values
Net charge: -1
Multiplicity: 1
HOMO level in eV: -4.491
Relative energy (zero: lowest compared OMol25 entry of this formula, charge and spin) in kcal/mol: 0.00
Strongest force on any atom in eV/Å: 0.16
Molar mass in g mol⁻¹: 514.7

Now the Löwdin charges, all in e: number 1, Ca, carries 1.284; number 2, O, carries 0.038; number 3, C, carries -0.569; number 4, O, carries -0.252; number 5, C, carries -0.627; number 6, O, carries 0.039; number 7, O, carries -0.227; number 8, C, carries -0.042; number 9, C, carries -0.358; number 10, C, carries -0.058; number 11, C, carries -0.136; number 12, C, carries -0.056; number 13, C, carries -0.099; number 14, C, carries -0.057; number 15, C, carries -0.141; number 16, C, carries -0.364; number 17, C, carries -0.057; number 18, C, carries -0.078; number 19, C, carries -0.202; number 20, N, carries -0.066; number 21, C, carries -0.312; number 22, C, carries -0.048; number 23, C, carries -0.115; number 24, C, carries -0.128; number 25, C, carries -0.037; number 26, C, carries -0.207; number 27, F, carries -0.071; number 28, H, carries 0.089; number 29, H, carries 0.083; number 30, H, carries 0.051; number 31, H, carries 0.118; number 32, H, carries 0.064; number 33, H, carries 0.074; number 34, H, carries 0.080; number 35, H, carries 0.106; number 36, H, carries 0.092; number 37, H, carries 0.102; number 38, H, carries 0.116; number 39, H, carries 0.065; number 40, H, carries 0.076; number 41, H, carries 0.081; number 42, H, carries 0.024; number 43, H, carries 0.087; number 44, H, carries 0.080; number 45, H, carries 0.113; number 46, H, carries 0.094; number 47, H, carries 0.084; number 48, H, carries 0.113; number 49, S, carries 0.573; number 50, C, carries -0.813; number 51, N, carries -0.003; number 52, C, carries -0.185; number 53, C, carries -0.164; number 54, C, carries -0.169; number 55, N, carries 0.038; number 56, H, carries 0.103; number 57, H, carries 0.113; number 58, H, carries 0.116; number 59, H, carries 0.114; number 60, H, carries 0.126; number 61, H, carries 0.120; number 62, H, carries 0.107; number 63, H, carries 0.077

***

# 2
ORCA calculation (wB97M-V/def2-TZVPD) on a molecular structure, C24H29Cl2N4O4PtS.

Geometry as XYZ:
```
65
C24H29Cl2N4O4PtS (wB97M-V/def2-TZVPD)
Pt -0.013 1.150 -1.365
O 2.745 3.193 -2.572
S 2.157 2.729 -1.349
O 2.814 3.160 -0.140
O 2.025 1.177 -1.358
O 0.648 3.053 -1.282
Cl -4.635 0.308 -1.112
C -4.528 -0.139 0.542
Cl -2.213 1.880 -1.141
H -3.567 -0.538 0.814
H -5.348 0.167 1.164
C -3.927 -3.961 -3.278
C -3.164 -2.740 -2.881
C -3.590 -1.365 -3.249
C -3.160 0.578 -1.764
C -5.714 1.638 -1.584
C -2.527 -0.407 -2.708
C -1.525 -1.354 -1.987
C -2.072 -2.718 -2.102
N -0.444 -0.901 -1.450
C 0.682 -1.763 -0.925
C 1.115 -1.219 0.437
C 1.813 -1.704 -1.957
C 0.387 -3.250 -0.700
H -4.604 -4.256 -2.473
H -3.252 -4.795 -3.467
H -4.529 -3.782 -4.168
H -4.290 -1.099 -4.038
H -4.398 -1.255 -2.481
H -6.695 1.383 -1.141
H -6.740 -0.690 -0.613
H -1.966 0.138 -3.473
H -1.672 -3.617 -1.680
H 1.411 -0.176 0.404
H 1.960 -1.807 0.801
H 0.298 -1.318 1.154
H 2.130 -0.690 -2.170
H 1.482 -2.173 -2.888
H 2.672 -2.263 -1.580
H -0.408 -3.412 0.029
H 1.301 -3.688 -0.298
H 0.162 -3.778 -1.623
C -0.499 0.686 4.262
C -0.838 0.700 2.920
N -0.148 1.373 2.001
C 0.929 2.044 2.390
C 1.380 2.067 3.713
C 0.625 1.391 4.662
C 2.570 2.832 4.125
C 3.764 2.922 3.538
C 4.279 2.206 2.356
C 5.308 2.772 1.614
C 5.776 2.056 0.531
N 5.291 0.864 0.200
C 4.305 0.418 0.971
N 3.782 1.009 2.037
H -1.102 0.138 4.975
H -1.707 0.156 2.561
H 1.469 2.584 1.618
H 0.925 1.406 5.704
H 2.436 3.417 5.031
H 4.476 3.612 3.980
H 5.705 3.748 1.859
H 6.568 2.450 -0.098
H 3.886 -0.545 0.702
```

Calculated values
Net charge: -1
Multiplicity: 3
HOMO level (alpha / beta) in eV: -4.341 / -4.092
Relative energy (zero: lowest compared OMol25 entry of this formula, charge and spin) in kcal/mol: 329.08
Expectation value of S²: 2.019
Strongest force on any atom in eV/Å: 2.60
Molar mass in g mol⁻¹: 735.6

Now the Löwdin charges, all in e: number 1, Pt, carries 0.934; number 2, O, carries -0.301; number 3, S, carries 0.320; number 4, O, carries -0.312; number 5, O, carries -0.510; number 6, O, carries -0.508; number 7, Cl, carries 0.739; number 8, C, carries -0.364; number 9, Cl, carries 0.708; number 10, H, carries -0.029; number 11, H, carries -0.048; number 12, C, carries -0.029; number 13, C, carries -0.245; number 14, C, carries -0.123; number 15, C, carries -0.977; number 16, C, carries -0.259; number 17, C, carries -0.307; number 18, C, carries -0.189; number 19, C, carries 0.016; number 20, N, carries -0.023; number 21, C, carries -0.564; number 22, C, carries -0.067; number 23, C, carries -0.039; number 24, C, carries -0.073; number 25, H, carries 0.092; number 26, H, carries 0.081; number 27, H, carries 0.079; number 28, H, carries 0.137; number 29, H, carries 0.082; number 30, H, carries -0.121; number 31, H, carries 0.037; number 32, H, carries 0.136; number 33, H, carries 0.082; number 34, H, carries 0.031; number 35, H, carries 0.082; number 36, H, carries 0.079; number 37, H, carries 0.049; number 38, H, carries 0.087; number 39, H, carries 0.090; number 40, H, carries 0.091; number 41, H, carries 0.086; number 42, H, carries 0.068; number 43, C, carries -0.068; number 44, C, carries -0.153; number 45, N, carries 0.077; number 46, C, carries -0.076; number 47, C, carries -0.204; number 48, C, carries -0.038; number 49, C, carries -0.044; number 50, C, carries -0.032; number 51, C, carries -0.290; number 52, C, carries -0.024; number 53, C, carries -0.135; number 54, N, carries 0.093; number 55, C, carries -0.205; number 56, N, carries 0.157; number 57, H, carries 0.096; number 58, H, carries 0.097; number 59, H, carries 0.099; number 60, H, carries 0.110; number 61, H, carries 0.107; number 62, H, carries 0.102; number 63, H, carries 0.110; number 64, H, carries 0.107; number 65, H, carries 0.094